{
  "formula": "C96H112F22N27O44S22",
  "method": "ωB97M-V/def2-TZVPD",
  "elements": ["H", "O", "C", "H", "H", "H", "N", "S", "O", "C", "N", "H", "O", "H", "O", "S", "F", "F", "F", "S", "C", "H", "O", "C", "C", "C", "O", "O", "N", "O", "H", "H", "H", "H", "H", "H", "C", "C", "N", "H", "H", "S", "H", "C", "N", "O", "H", "H", "N", "H", "H", "H", "H", "H", "H", "H", "H", "H", "O", "H", "N", "H", "C", "O", "S", "C", "H", "H", "H", "H", "C", "C", "S", "S", "H", "N", "O", "F", "H", "H", "F", "C", "H", "C", "C", "C", "H", "O", "C", "O", "O", "H", "H", "O", "C", "C", "S", "S", "C", "H", "O", "S", "C", "H", "H", "F", "N", "N", "C", "O", "O", "H", "H", "H", "C", "C", "F", "H", "C", "H", "C", "H", "O", "H", "H", "F", "S", "N", "C", "C", "H", "O", "C", "O", "S", "H", "C", "C", "H", "H", "H", "C", "O", "H", "O", "C", "C", "C", "C", "C", "H", "C", "H", "H", "H", "C", "H", "C", "H", "O", "F", "F", "H", "C", "C", "C", "F", "C", "C", "O", "C", "H", "F", "H", "C", "H", "C", "H", "H", "H", "C", "S", "H", "N", "O", "C", "S", "H", "C", "C", "S", "C", "H", "C", "H", "H", "N", "C", "N", "O", "H", "C", "O", "C", "O", "H", "H", "H", "S", "H", "H", "O", "C", "C", "F", "C", "H", "O", "C", "C", "H", "C", "H", "S", "N", "C", "H", "C", "F", "O", "N", "F", "H", "F", "N", "H", "F", "C", "C", "H", "H", "C", "S", "S", "C", "H", "H", "C", "C", "O", "O", "H", "C", "S", "O", "C", "C", "N", "H", "O", "H", "C", "O", "H", "S", "H", "C", "N", "O", "C", "C", "H", "H", "H", "C", "C", "C", "C", "O", "O", "C", "N", "N", "H", "N", "C", "O", "F", "C", "F", "C", "N", "C", "H", "C", "C", "C", "C", "N", "N", "H", "S", "O", "O", "H", "H", "H", "N", "H", "F", "H", "C", "H", "F", "H", "F", "C", "C", "H", "N", "H", "C", "H"],
  "coordinates": [[-0.800, -2.512, 11.301], [2.364, -1.623, 2.732], [0.481, -9.861, 1.426], [-3.544, -5.215, -3.186], [-3.886, 1.338, 8.641], [-3.029, 4.331, -7.318], [-2.349, 8.788, -0.700], [1.982, 5.397, -5.591], [0.895, 6.877, 2.658], [3.458, -4.349, -4.115], [-3.879, 1.444, -0.893], [6.432, 1.394, -3.842], [5.675, -2.628, 0.134], [-5.447, 3.743, 2.915], [-0.889, 4.197, -5.540], [-0.468, -1.954, 3.106], [3.305, 6.311, 2.453], [-1.842, -1.646, 3.881], [-3.066, -10.320, -3.908], [-4.636, -6.275, 0.153], [-2.424, -2.363, 12.754], [-0.585, -6.004, 5.500], [0.440, -11.040, -1.883], [1.685, -2.753, -0.415], [2.765, 10.977, -1.309], [-2.635, -3.060, 10.444], [-4.033, -7.154, 1.141], [0.345, -3.146, -6.159], [7.161, -1.992, 2.249], [3.307, -8.502, -3.358], [-4.915, -5.495, -3.988], [4.332, -6.870, -5.217], [-4.541, -1.641, -6.303], [5.891, 3.638, -4.800], [3.846, 11.595, -5.319], [-7.728, 4.976, 3.847], [1.296, -4.032, -0.204], [-3.254, 0.804, -6.053], [3.535, 2.357, 3.926], [-0.190, -6.004, 0.733], [2.592, -6.604, -4.598], [1.802, 6.036, 1.845], [0.289, 9.258, -4.974], [4.461, 2.711, 2.896], [0.194, -2.171, 4.328], [-2.594, -0.218, 0.480], [3.324, -5.018, -3.278], [0.079, -2.708, 6.663], [0.016, -4.331, -0.467], [3.074, 11.774, -0.650], [-0.634, -11.336, 0.304], [-3.369, 5.131, -5.765], [-1.765, 4.555, -3.282], [2.074, 3.950, 6.462], [2.235, 8.061, -3.708], [-8.938, 4.759, 2.642], [4.557, 3.860, -5.913], [0.967, -8.300, 5.063], [0.617, -4.668, -3.467], [3.283, 0.515, 3.120], [1.912, 4.325, 2.085], [-3.000, 1.910, 10.130], [1.806, 0.386, -0.006], [-0.250, 7.210, -1.362], [0.224, -11.401, -3.246], [0.369, 2.308, 8.073], [3.017, 7.665, -1.448], [3.916, -2.513, -3.054], [-4.843, 1.629, -3.195], [-4.857, -1.030, 14.166], [2.088, 10.417, -4.982], [-4.583, -4.885, -3.148], [6.414, -3.119, 1.253], [-2.594, 8.131, 0.638], [0.307, 11.983, -9.096], [3.535, -6.438, 3.964], [0.182, -6.369, -5.279], [6.688, -0.527, 3.768], [3.798, 4.200, 4.789], [5.442, 2.461, 3.298], [3.006, 5.959, -4.498], [3.366, -6.521, 2.626], [-2.781, 0.014, -6.618], [2.769, 8.675, -1.742], [-2.581, 5.103, -2.836], [2.230, 3.089, 5.829], [3.786, -4.952, -7.334], [6.528, 2.550, 0.209], [2.947, 11.223, -5.788], [1.033, 6.517, -5.370], [-2.319, 8.938, 1.862], [-3.656, -11.214, 1.194], [-0.234, 9.831, -7.401], [-0.267, -0.671, 2.417], [-4.406, -2.020, 14.245], [2.614, 11.547, -7.131], [-0.343, -5.324, -4.368], [5.926, -1.575, 2.842], [-0.591, 0.750, 6.548], [-3.763, 8.080, -3.485], [-3.909, -4.746, 2.482], [2.697, -8.272, -2.056], [4.844, 3.391, -4.972], [-2.416, -0.164, 7.212], [-5.651, -3.054, 12.083], [0.557, -12.957, -3.128], [-3.804, -2.411, 12.952], [-1.740, 1.240, 8.552], [2.363, 10.198, -3.580], [7.712, 4.750, -0.754], [-2.730, 2.209, 1.165], [2.698, -2.456, -0.187], [2.820, 4.203, -0.860], [4.339, 3.747, -4.074], [-0.854, -3.460, -1.025], [1.227, 1.767, -2.426], [-4.237, 8.330, 0.563], [-1.530, -4.656, 4.722], [-4.002, -3.221, 10.695], [2.656, -0.238, -6.589], [3.213, 3.295, 4.859], [-4.001, -2.936, -1.580], [-0.791, -2.009, -4.301], [2.822, -6.977, 5.885], [4.142, -4.762, 5.031], [1.174, -8.178, -2.518], [6.152, 2.406, -1.177], [-1.550, -4.360, -4.988], [1.990, 1.765, -0.182], [-0.680, -4.929, 5.347], [0.239, -4.509, 4.936], [1.984, 6.301, 0.408], [-2.093, -5.117, 7.342], [-5.627, 1.399, 1.313], [-2.896, 1.166, 0.166], [-2.791, -10.775, -0.337], [-1.691, 6.919, -4.195], [4.235, -0.818, -5.130], [2.409, 2.374, 0.605], [-3.595, -9.495, 0.450], [4.398, -2.493, -7.350], [5.533, 1.067, -4.343], [2.856, 5.363, -6.733], [1.017, 4.353, -1.173], [-1.288, -9.006, -4.610], [-3.795, 7.084, -3.069], [1.504, -8.026, 2.925], [-0.680, -10.517, 1.007], [4.046, -2.292, -5.240], [-4.857, 4.601, 0.926], [4.956, -6.267, 5.471], [5.285, -0.301, -4.378], [-0.703, 6.640, -3.829], [1.922, -4.874, 0.051], [1.893, 11.566, -9.664], [-4.437, -1.878, -5.255], [-3.226, 3.772, -1.317], [0.467, 1.576, 6.830], [-4.860, -3.988, -5.524], [4.729, -7.264, 0.066], [-1.219, -6.215, -3.379], [0.285, 2.200, -5.680], [2.825, 9.871, 1.199], [1.933, 0.913, 4.887], [-4.697, 6.742, -2.081], [3.824, -2.971, -4.028], [7.530, 5.229, -3.108], [1.059, 11.195, -9.067], [-7.555, 5.130, 0.785], [6.046, -4.442, 1.777], [0.914, 9.903, -5.574], [-3.786, 4.492, 1.008], [6.584, 0.825, -1.371], [-4.765, 4.609, -6.756], [3.384, 0.015, -5.833], [-1.106, -7.918, 3.813], [1.196, -0.335, -1.053], [-1.795, 7.993, -4.040], [4.159, -6.089, 2.033], [5.423, -5.607, 3.928], [-3.019, 1.215, 9.290], [-1.531, -9.973, -3.546], [-3.013, 0.176, 9.619], [-1.149, -4.394, 6.670], [0.000, 4.283, 3.684], [-4.166, -2.558, -2.577], [1.604, -2.644, 3.429], [-8.158, 3.300, 3.296], [-0.938, -8.614, 3.005], [0.351, -8.865, 2.426], [-0.645, 8.478, -0.705], [-3.948, 0.535, -4.880], [2.293, 4.094, -2.471], [-4.707, -3.153, -4.856], [-0.651, 0.168, 5.640], [-4.789, 3.806, -4.198], [1.450, 11.018, -7.613], [-4.540, 5.532, -1.404], [-3.755, 3.090, -5.888], [-0.400, 4.144, 1.233], [4.301, 2.020, 2.067], [-4.352, 2.954, -4.699], [-1.654, -9.554, -2.167], [1.568, 1.854, 5.878], [-5.299, -0.739, 0.078], [-5.156, -2.783, 14.453], [-3.286, -5.261, 9.101], [1.523, -0.085, 4.848], [0.506, 4.020, 2.353], [-3.023, -9.063, 2.862], [-3.778, -0.462, -2.268], [5.259, -6.813, -2.376], [2.437, 8.917, -3.081], [-0.522, -2.143, -1.294], [0.713, 2.406, 2.367], [-5.335, 5.203, -0.250], [0.164, -6.418, -0.976], [5.083, -0.624, 2.121], [2.704, -7.063, 4.815], [-4.451, 1.645, -4.201], [0.747, 10.240, -9.490], [-4.005, -1.239, -2.983], [4.427, 10.058, 0.446], [0.438, 3.769, -5.996], [-7.076, 4.455, 1.869], [0.621, 10.236, -6.879], [-1.867, -1.986, 13.599], [-3.730, 4.397, -6.486], [-6.363, 1.028, -0.926], [-6.005, -6.482, -0.290], [-4.031, -4.685, 0.039], [7.738, -3.574, 0.480], [-1.460, -5.753, -0.619], [2.502, -2.692, 4.797], [1.750, 2.438, -1.358], [-0.928, 2.780, 9.706], [-1.678, 1.547, -0.847], [2.990, 1.134, 3.955], [-0.415, -5.779, -0.309], [0.399, -0.118, -3.057], [1.887, -0.113, 0.949], [3.353, -6.412, -5.355], [-5.145, 0.699, 0.102], [-4.681, -4.289, 1.343], [-4.139, -0.863, -4.340], [-0.728, -1.871, 8.903], [5.933, -0.983, -3.847], [-2.087, -3.460, 9.142], [-3.109, 2.098, -6.565], [2.507, -9.332, -1.056], [0.203, 8.906, 0.413], [1.071, 3.035, 8.456], [4.043, -2.957, -6.442], [4.348, -6.722, -1.242], [4.715, 2.225, -1.399], [-2.030, -9.220, 2.466], [2.487, 11.246, -2.655], [-1.087, -11.549, -3.857], [-3.655, -2.093, 15.031], [-0.837, -3.136, 2.251], [4.358, 3.735, 2.537], [3.627, 1.389, -5.699], [5.328, -2.398, 3.866], [2.477, 12.294, -2.916], [-0.827, -3.079, -5.302], [3.238, 12.154, -7.770], [3.783, -4.320, -6.459], [3.015, 9.717, -0.918], [1.276, -10.914, -4.146], [0.872, 0.421, -2.250], [-3.428, 4.729, -1.776], [-2.541, -5.983, 6.877], [-5.554, 7.375, -1.902], [-1.275, -1.483, -1.697], [-1.861, -2.581, 11.489], [-6.709, 5.412, -0.258], [0.771, -1.783, -0.897], [-0.636, -3.304, 7.211], [1.713, -4.031, 2.936], [-6.105, -4.044, 1.350], [-1.071, -2.792, 8.456], [7.117, 3.037, -2.413], [-2.743, 6.326, -3.376], [3.985, 8.471, 0.554], [2.730, -6.848, -1.567], [1.590, -7.773, 4.356], [5.523, 4.889, -2.017], [-4.100, -2.787, 1.211], [-0.733, 2.084, 8.903], [-1.901, -2.414, -6.306], [-1.673, 0.595, 7.409], [4.649, 1.924, -5.001], [2.419, -7.390, 2.067], [2.953, 2.057, -6.215], [3.521, 9.453, 0.472], [-3.102, -10.446, 0.654], [4.595, -5.670, 4.633], [-4.590, -2.905, 11.942], [1.722, 4.079, -4.930], [-4.538, -3.452, -3.550], [-1.852, 6.529, -5.200], [6.856, 4.407, -1.887], [0.751, 3.734, -7.414], [-2.346, 6.667, 0.759], [2.312, -7.545, 1.003], [-5.186, -4.924, -2.241], [1.470, -10.138, 1.092], [-1.912, -10.082, 1.452], [-8.619, 5.314, 0.771], [-0.326, 9.522, -1.939], [-7.242, 6.020, -0.974], [-8.000, 4.339, 3.005], [-1.854, -3.816, -1.224], [4.280, -5.154, -1.030], [2.967, -6.735, -6.322], [-3.894, -6.843, -1.206], [-2.557, -4.676, 8.561], [-5.772, 4.192, 1.987], [1.122, 2.262, -3.380], [3.511, -4.984, -5.310], [-2.504, 2.357, -7.421], [1.962, 3.887, -1.453], [-4.668, -3.659, 9.966]],
  "atomic_forces_ev_per_a": [[0.2, 0.2, 0.6], [-2.2, -1.1, 0.4], [-0.7, 0.6, 1.5], [0.1, 0.1, 1.2], [0.3, 0.4, -0.1], [-0.4, 0.5, -0.1], [4.7, 0.3, -2.4], [5.4, 9.4, 0.5], [2.4, -2.8, -2.1], [1.6, 1.2, -0.5], [-7.3, -1.1, -0.8], [-0.3, 0.8, -0.1], [-1.0, 0.8, 0.9], [0.2, -0.1, -0.2], [1.9, 0.3, -0.5], [-12.7, 3.6, -12.1], [-1.4, -0.1, -0.4], [-1.0, 0.0, 0.0], [0.0, 0.1, 0.5], [0.6, -4.1, -4.8], [-1.6, 0.9, -0.7], [0.0, 0.1, -0.3], [-0.9, 0.6, 1.3], [0.1, 1.7, 0.0], [0.9, -0.1, -1.6], [-1.3, 0.2, 0.6], [-0.8, 1.5, -0.5], [-0.8, -0.5, 1.2], [3.4, -5.5, -5.7], [0.4, 0.0, 2.6], [-1.0, 0.3, 0.2], [-0.3, -0.2, 0.5], [0.1, -0.1, -0.1], [0.1, -0.4, -0.1], [0.1, 0.2, -0.3], [0.5, -0.2, -0.1], [-1.0, -0.3, -0.6], [0.6, 0.3, -1.2], [-1.4, 0.5, 1.8], [-0.6, -0.3, 0.0], [0.5, -0.8, -0.1], [1.8, 1.9, -0.9], [-0.2, 0.0, -0.2], [1.4, -0.7, -1.1], [8.6, -3.0, 6.0], [-0.8, 1.5, 0.1], [-0.3, 0.2, 0.2], [0.2, -0.4, -0.4], [-0.7, -1.0, -1.0], [-0.4, 0.0, 0.3], [-0.2, 0.2, -0.4], [-0.1, -0.1, -0.1], [0.1, -0.3, 0.5], [-0.4, -0.2, 0.2], [0.2, -0.1, -0.1], [-0.1, -0.3, 0.2], [-0.4, -0.2, 0.2], [-0.1, 0.0, 0.0], [-1.7, -0.2, -1.4], [0.0, -0.7, 0.3], [4.6, 5.1, -0.9], [0.0, -0.1, -0.2], [-1.3, 0.2, -1.3], [-1.4, 2.3, 1.2], [12.2, -3.4, 0.5], [-1.1, -1.5, -0.1], [-0.3, 0.1, 0.6], [-0.1, 0.1, 0.0], [-0.3, -0.7, 0.0], [0.1, -0.1, 0.0], [-0.2, 1.3, -2.6], [0.3, 0.3, -1.0], [4.0, -5.2, -3.9], [-3.5, -1.4, 9.0], [-0.3, -0.4, -0.1], [-0.8, -0.5, 0.3], [-1.4, 3.6, 1.8], [0.1, 1.0, 1.0], [-0.3, 0.2, 0.0], [0.3, 0.4, -0.3], [0.8, -0.6, 0.8], [0.7, -1.2, 0.3], [0.1, -0.2, 0.1], [0.5, 0.9, -1.2], [-1.0, 0.5, 1.1], [1.1, 0.1, -0.8], [0.1, 0.2, -0.2], [-0.2, 1.0, -1.5], [-1.1, -0.1, -0.4], [0.0, -2.3, -1.7], [-0.2, -2.2, -3.4], [-0.3, 0.3, -0.2], [0.0, 0.1, 0.0], [0.5, -2.3, 0.9], [-0.1, -0.7, 0.2], [-0.9, -1.6, 2.1], [1.8, -5.0, -0.3], [-5.8, 7.8, 7.6], [-1.0, -1.1, -0.1], [-0.3, 0.0, -0.1], [-1.6, -0.2, 0.0], [-5.1, -7.7, -4.1], [0.6, 0.1, 0.6], [-0.4, 0.3, -0.2], [0.0, 0.2, 0.4], [-0.2, -0.3, -0.4], [1.4, -1.0, -1.7], [0.0, 2.0, 0.3], [0.0, 0.3, 1.8], [-2.1, 0.0, -1.7], [-0.8, -1.6, -0.5], [0.2, 0.0, 0.0], [-0.4, -0.2, 0.4], [-0.2, 0.3, -0.3], [0.3, 0.0, 0.3], [0.0, -1.7, 1.7], [0.8, -0.8, -0.4], [0.2, -0.4, -0.7], [-0.7, 0.0, 1.2], [-0.2, -0.6, 0.4], [-0.4, -0.7, 0.0], [-0.2, 0.0, 0.1], [-0.2, -1.4, -0.2], [0.6, 0.2, -0.1], [0.5, 0.3, -0.5], [-0.7, 0.6, -0.1], [-1.0, -7.4, 2.0], [0.7, -2.9, 1.8], [0.3, 0.1, -0.9], [-1.0, -0.1, 0.2], [-0.2, 0.1, 0.6], [-0.5, -0.3, 2.8], [-0.2, 1.0, 0.4], [2.1, -0.8, -2.3], [10.0, 0.7, 3.8], [0.2, -0.3, 0.2], [0.2, -0.1, -0.2], [0.0, -0.9, -0.7], [-0.1, 0.1, -0.1], [-0.5, -0.3, 0.4], [-0.4, 0.2, -0.1], [-1.4, -0.6, -0.9], [-1.5, 0.0, 0.1], [0.3, 0.4, 0.0], [0.9, -1.3, 2.1], [0.1, 0.7, 0.9], [-0.4, 0.5, 1.3], [-0.3, 1.3, 0.6], [-0.2, 0.3, 2.0], [-1.0, -0.4, 0.6], [-0.1, -0.1, 0.0], [-0.2, 0.8, 0.0], [-0.3, -0.2, 0.0], [0.2, 0.2, 0.2], [0.2, -0.1, 0.4], [-0.5, 1.2, -0.6], [-0.1, -0.1, 0.2], [0.5, 2.1, 1.5], [-0.3, 0.1, 0.0], [-0.8, 0.8, -2.2], [-0.1, 1.1, -0.3], [0.6, 0.3, 0.3], [0.0, -0.8, 0.0], [1.3, -0.3, -0.1], [-0.5, -0.8, -0.7], [-0.9, -2.2, -1.2], [0.0, -0.5, 0.3], [0.4, 0.7, 0.4], [1.1, -1.2, 0.0], [-0.4, 2.6, 0.6], [0.9, 0.4, 0.3], [0.1, -0.4, 0.5], [0.2, 1.3, -0.7], [0.2, 0.4, -0.4], [1.1, 2.1, 0.1], [0.2, 0.1, 0.0], [-0.4, 1.5, -0.7], [0.1, 0.0, -0.6], [-0.1, 0.5, -0.2], [-0.1, 0.9, 0.1], [0.5, -1.2, 0.4], [-5.6, 1.4, -3.2], [-0.7, 0.1, 0.6], [0.4, -0.8, 0.5], [0.5, -0.1, -0.9], [-0.5, 0.3, -2.4], [7.2, -2.3, 1.9], [0.2, 0.1, 0.0], [1.5, -0.2, -0.7], [-0.6, 0.1, 0.1], [2.7, -0.6, -2.3], [-0.2, 0.2, 0.8], [-0.5, 0.1, -0.1], [1.0, -0.1, 1.4], [0.2, 0.1, -0.3], [0.1, 0.1, -0.2], [0.5, 0.0, -0.9], [2.6, 0.4, -0.8], [1.2, 0.1, -0.5], [0.6, 0.7, 0.7], [0.2, 0.1, -0.1], [0.1, -2.9, -0.4], [0.4, 0.0, -0.8], [0.5, -0.4, -1.4], [1.6, 1.7, 0.0], [-0.2, 0.3, 0.2], [-0.1, -0.2, -0.2], [-0.3, 0.1, 0.1], [-7.9, -4.4, 1.3], [-0.1, 0.2, -0.3], [0.2, -0.2, 0.3], [-1.6, -0.2, 1.9], [-0.1, -0.7, 0.9], [0.9, -0.9, 1.0], [0.2, 0.0, 0.4], [-1.5, -1.4, 2.2], [0.0, 0.1, -0.1], [-0.4, -1.4, 0.1], [-2.5, -0.8, -0.7], [0.1, 1.5, 0.8], [-0.2, 0.2, 0.3], [-0.1, 0.7, -0.4], [0.0, 0.4, 0.6], [-2.6, -4.2, -0.4], [0.2, 1.1, 0.1], [0.7, -0.1, 0.2], [0.1, -0.2, 0.0], [0.0, 0.7, -0.3], [0.9, 0.9, -0.1], [1.6, 1.0, 1.6], [-0.6, -5.0, -2.5], [0.1, 0.7, 0.7], [0.0, -0.7, 0.6], [-1.0, -0.4, -0.4], [0.0, -1.9, 0.6], [0.0, -0.4, 0.4], [0.6, 0.0, 0.0], [-1.8, 1.4, 0.8], [0.2, 1.4, -0.2], [0.0, 0.0, -0.3], [0.5, 0.3, 0.2], [-0.7, -0.9, 0.0], [-6.4, -0.9, -0.4], [0.1, 6.9, 4.8], [0.1, -0.9, 0.0], [0.6, 0.1, -0.5], [0.2, 0.1, 0.1], [0.6, -1.4, -1.3], [-1.4, -1.0, 2.2], [2.0, 2.0, -0.8], [-2.2, -0.4, -2.3], [0.3, -0.1, -0.4], [0.2, -1.1, -0.6], [2.3, 1.4, 0.6], [1.2, 1.3, -0.8], [-0.3, -0.2, 0.1], [0.4, -0.1, 0.8], [-5.5, 3.1, -0.6], [0.0, 0.3, -0.1], [1.7, 2.8, 2.1], [0.0, -0.1, 0.4], [-0.2, -0.5, -0.1], [-0.8, -0.5, -1.1], [-0.3, 0.0, -0.3], [2.1, 6.2, -2.4], [-0.1, 0.0, -0.1], [-0.1, 0.2, 0.8], [-0.9, -1.5, 0.3], [-1.8, -0.1, 1.2], [0.9, -0.5, 0.8], [0.2, 0.1, -1.1], [0.4, -0.1, -0.2], [0.2, 0.3, 0.2], [0.3, 0.1, 0.0], [-0.1, -0.4, 0.8], [-1.7, 1.4, 0.1], [0.3, 0.8, -0.5], [0.0, 1.7, 1.2], [-1.1, 2.7, 1.3], [1.4, -1.2, 0.5], [-1.1, -0.9, 0.0], [-2.1, -5.0, 1.3], [-0.2, -0.3, 0.8], [-1.2, -0.3, 0.2], [3.5, 3.2, 2.1], [1.8, -0.2, -1.9], [-1.5, 0.2, 0.8], [-0.2, 0.0, 0.3], [0.4, 1.0, -1.3], [-0.4, -0.5, 0.0], [1.3, -1.0, -1.1], [1.2, -1.5, 0.3], [-0.9, 0.1, 1.3], [0.3, 0.4, 0.0], [1.4, 1.3, -1.2], [0.1, 0.0, -0.3], [0.6, -0.4, -0.3], [1.9, 0.3, -0.7], [-4.3, -3.4, -1.1], [0.3, -0.4, 0.5], [0.4, 0.6, -0.2], [4.9, 9.2, 0.4], [-0.5, 0.8, 2.3], [-0.7, 2.9, -0.9], [0.4, 0.1, -0.2], [0.5, -0.6, -0.2], [-0.1, -0.1, -0.5], [1.9, -0.9, -1.2], [0.1, 0.2, -0.1], [-0.4, -0.2, 1.0], [0.4, -0.2, -0.8], [-0.9, -0.1, 0.0], [0.1, -0.3, 0.1], [-0.1, 0.5, 0.5], [-0.1, 0.2, 0.1], [0.2, 0.8, 1.0], [0.3, 0.7, 0.2], [1.4, 1.1, -2.1], [-0.1, 0.3, 0.3], [0.2, 2.2, -0.5], [-0.2, 0.0, -0.1], [0.6, -0.1, -0.3], [0.0, 0.1, -0.2]],
  "lowdin_charge": [0.137, -0.255, 0.087, 0.083, 0.118, 0.110, -0.259, 0.408, -0.248, 0.042, -0.255, 0.110, -0.278, 0.153, -0.312, 0.336, -0.218, -0.204, -0.219, 0.593, 0.071, 0.093, -0.323, 0.050, 0.025, -0.158, -0.297, -0.288, -0.193, -0.255, 0.118, 0.128, 0.136, 0.101, 0.135, 0.117, -0.025, 0.068, -0.067, 0.099, 0.075, 0.682, 0.116, 0.015, -0.262, -0.262, 0.100, 0.126, -0.035, 0.157, 0.144, 0.071, 0.134, 0.134, 0.107, 0.098, 0.094, 0.118, -0.305, 0.108, -0.273, 0.113, 0.077, -0.320, 0.355, 0.091, 0.142, 0.127, 0.100, 0.122, -0.114, 0.035, 0.569, 0.493, 0.114, -0.068, -0.242, -0.204, 0.155, 0.136, -0.202, 0.036, 0.129, 0.037, 0.023, 0.051, 0.155, -0.247, 0.086, -0.319, -0.284, 0.119, 0.149, -0.267, 0.048, 0.063, 0.615, 0.337, 0.057, 0.151, -0.312, 0.450, 0.022, 0.151, 0.157, -0.188, -0.069, -0.103, -0.163, -0.259, -0.275, 0.133, 0.092, 0.076, 0.003, 0.008, -0.231, 0.120, 0.050, 0.140, 0.032, 0.113, -0.329, 0.141, 0.096, -0.204, 0.586, -0.266, 0.020, 0.066, 0.069, -0.318, 0.045, -0.287, 0.352, 0.096, -0.002, -0.141, 0.104, 0.091, 0.140, 0.050, -0.246, 0.099, -0.272, -0.005, -0.087, 0.081, -0.150, 0.100, 0.109, 0.062, 0.077, 0.124, 0.106, 0.016, 0.098, -0.078, 0.160, -0.277, -0.170, -0.199, 0.120, 0.083, 0.049, 0.092, -0.197, 0.051, 0.020, -0.295, 0.062, 0.110, -0.212, 0.126, 0.061, 0.103, -0.068, 0.101, 0.118, 0.104, 0.047, 0.576, 0.086, -0.039, -0.285, 0.052, 0.628, 0.116, 0.022, -0.100, 0.641, -0.087, 0.072, 0.019, 0.119, 0.141, -0.071, -0.126, -0.101, -0.280, 0.091, 0.015, -0.317, -0.114, -0.258, 0.117, 0.135, 0.085, 0.379, 0.148, 0.085, -0.250, 0.052, 0.042, -0.209, -0.137, 0.082, -0.316, -0.028, 0.067, 0.109, 0.059, 0.108, 0.578, -0.076, 0.013, 0.151, 0.012, -0.220, -0.250, -0.263, -0.177, 0.078, -0.214, -0.049, 0.147, -0.219, 0.061, 0.080, 0.101, 0.098, 0.019, 0.639, 0.401, -0.093, 0.119, 0.146, -0.126, 0.049, -0.282, -0.268, 0.134, 0.043, 0.567, -0.314, -0.033, 0.069, -0.217, 0.116, -0.269, 0.099, 0.001, -0.293, 0.138, 0.450, 0.152, 0.046, -0.058, -0.282, 0.054, 0.083, 0.161, 0.139, 0.110, 0.047, 0.038, -0.084, 0.024, -0.267, -0.246, 0.054, -0.229, -0.081, 0.107, -0.285, 0.030, -0.299, -0.228, 0.022, -0.208, -0.025, -0.028, 0.069, 0.116, 0.061, 0.053, 0.046, 0.059, -0.226, -0.042, 0.089, 0.366, -0.234, -0.307, 0.099, 0.086, 0.131, -0.049, 0.147, -0.227, 0.133, 0.035, 0.117, -0.203, 0.122, -0.226, 0.061, 0.053, 0.094, -0.058, 0.152, 0.015, 0.133],
  "total_charge": 5,
  "homo_lumo_gap_ev": 2.1,
  "homo_energy_ev": -13.3,
  "e_tot_ha": -19469.03877,
  "largest_force_ev_per_a": 17.9
}